Formula: C7H13BrN2O6P
Source: the Open Molecules 2025 dataset
Level of theory: ωB97M-V with the def2-TZVPD basis set

## Properties
Relative energy (zero: lowest compared OMol25 entry of this formula, charge and spin) (eV): 0.000
LUMO (eV): 2.68
Net charge: -1
E_tot (Eh): -3750.96413
E_HOMO (eV): -4.716

CARTESIAN COORDINATES (ANGSTROEM)
1 N 2.72321 2.05724 1.46838
2 P 1.24926 1.71104 1.17450
3 O 0.17537 2.89468 1.02493
4 O 0.52579 0.90093 2.37267
5 N 0.89212 0.67082 -0.11368
6 Br 0.46069 1.58164 -1.70884
7 C 1.81987 -0.47852 -0.25559
8 C 1.08202 -1.81583 -0.04193
9 C -0.39807 -1.85129 -0.44716
10 C -1.40226 -1.37437 0.62533
11 C -2.18693 -0.13385 0.25934
12 O -2.94430 -0.43100 -0.93902
13 C -3.68264 0.57082 -1.42054
14 O -4.57216 0.41718 -2.21757
15 C 2.61246 -0.45870 -1.63715
16 O 3.50261 0.39250 -1.69671
17 O 2.22475 -1.28872 -2.46197
18 H 2.95644 3.04064 1.46536
19 H 0.60972 3.67689 0.66421
20 H 0.99473 0.06974 2.52599
21 H 2.59705 -0.35166 0.50926
22 H 1.15944 -2.10790 1.01987
23 H 1.61880 -2.55781 -0.63317
24 H -0.63268 -2.89717 -0.67429
25 H -0.54290 -1.30957 -1.38616
26 H -2.12591 -2.17044 0.83758
27 H -0.87597 -1.17458 1.56360
28 H -1.53400 0.72259 0.07770
29 H -2.89294 0.13116 1.05558
30 H -3.41359 1.56353 -1.01053

Cartesian forces (eV/Å) of the 2 atoms listed first:
N -0.60 0.23 -0.10
P 0.08 -0.18 0.00

Formula: C17H19NO2
Source: the Open Molecules 2025 dataset
Level of theory: ωB97M-V with the def2-TZVPD basis set

## Properties
Relative energy (zero: lowest compared OMol25 entry of this formula, charge and spin) (eV): 1.545
LUMO (eV): 0.63
Net charge: 0
E_tot (Eh): -864.44162
E_HOMO (eV): -8.878

CARTESIAN COORDINATES (ANGSTROEM)
1 C 2.00466 1.14681 1.17724
2 N 2.00167 0.23355 0.05852
3 C 3.27110 -0.01944 -0.58844
4 C 4.21965 -0.84855 0.29207
5 O 5.42309 -1.15327 -0.36321
6 C 0.91504 -0.47765 -0.34572
7 O 0.96719 -1.24822 -1.28170
8 C -0.36815 -0.22174 0.44957
9 C -0.96254 1.12810 0.11789
10 C -1.77749 1.76402 1.04761
11 C -2.36725 2.97937 0.75185
12 C -2.15000 3.57536 -0.47909
13 C -1.34234 2.94772 -1.41143
14 C -0.75294 1.73051 -1.11666
15 C -1.38050 -1.30769 0.16151
16 C -1.96899 -1.41628 -1.09085
17 C -2.88328 -2.42152 -1.34803
18 C -3.22459 -3.32521 -0.35643
19 C -2.64317 -3.22113 0.89482
20 C -1.72445 -2.21850 1.15034
21 H 2.89283 1.77332 1.11403
22 H 1.12979 1.79664 1.14932
23 H 2.02497 0.61786 2.13549
24 H 3.06531 -0.57557 -1.50613
25 H 3.74220 0.93749 -0.84641
26 H 4.41904 -0.31668 1.23531
27 H 3.75483 -1.80931 0.52364
28 H 5.84427 -0.33452 -0.64862
29 H -0.12603 -0.25714 1.51697
30 H -1.95249 1.29935 2.00782
31 H -2.99844 3.46210 1.48349
32 H -2.61010 4.52444 -0.71067
33 H -1.17074 3.40624 -2.37428
34 H -0.12313 1.24719 -1.84922
35 H -1.70635 -0.71634 -1.86813
36 H -3.33131 -2.50037 -2.32775
37 H -3.93975 -4.10924 -0.55817
38 H -2.90201 -3.92356 1.67396
39 H -1.26961 -2.14815 2.12948

Cartesian forces (eV/Å) of the 2 atoms listed first:
C -0.21 0.06 0.27
N 0.32 0.03 -0.07

Formula: C2H3NO
Source: the Open Molecules 2025 dataset
Level of theory: ωB97M-V with the def2-TZVPD basis set

## Properties
Relative energy (zero: lowest compared OMol25 entry of this formula, charge and spin) (eV): 4.014
LUMO (eV): 1.16
Net charge: 0
E_tot (Eh): -207.85014
E_HOMO (eV): -8.354

CARTESIAN COORDINATES (ANGSTROEM)
1 C -0.71057 -0.04888 -0.17912
2 C 0.15128 0.97406 0.06097
3 N 0.32191 -0.90089 -0.07168
4 O 1.22575 0.08840 0.26065
5 H -1.60966 -0.39743 -0.55685
6 H 0.17288 2.11749 0.16786
7 H 0.44841 -1.83273 0.31817

Cartesian forces (eV/Å) of the 2 atoms listed first:
C 0.72 1.18 0.34
C -0.97 2.48 0.43

Formula: C4H40N2O15
Source: the Open Molecules 2025 dataset
Level of theory: ωB97M-V with the def2-TZVPD basis set

## Properties
Relative energy (zero: lowest compared OMol25 entry of this formula, charge and spin) (eV): 4.862
LUMO (eV): -0.14
Net charge: 0
E_tot (Eh): -1414.43194
E_HOMO (eV): -9.205

CARTESIAN COORDINATES (ANGSTROEM)
1 C 1.09742 0.37353 1.95095
2 N 0.93225 -0.01488 0.54582
3 C -0.43440 0.16370 -0.01850
4 C -0.56423 -0.99497 -0.99571
5 O -1.94700 -1.31318 -1.19312
6 C -0.74910 1.53221 -0.69476
7 N -1.77761 1.53146 -1.72588
8 H 1.14852 -0.47856 2.63755
9 H 0.23298 0.88862 2.37389
10 H 1.98044 1.00828 1.91520
11 H 1.49967 0.57052 -0.03310
12 H -1.10268 0.14453 0.84100
13 H -0.10491 -1.87811 -0.56847
14 H -0.05955 -0.71266 -1.92131
15 H -2.09163 -1.87971 -1.95792
16 H 0.20653 1.94547 -1.04644
17 H -1.05587 2.16312 0.14704
18 H -2.09135 2.46811 -1.93375
19 H -2.56288 0.93976 -1.44418
20 H 2.44829 3.81304 0.10996
21 H 3.23422 3.20015 1.23210
22 O 3.34715 3.53932 0.31408
23 H -2.76476 0.03499 3.06752
24 H -2.43434 1.50486 3.58018
25 O -2.14978 0.77457 3.03442
26 H -3.94638 -1.92185 1.48246
27 H -2.51473 -2.16354 1.00879
28 O -3.05921 -1.53740 1.51043
29 H 1.60630 -2.87648 -1.44526
30 H 3.11173 -2.80233 -0.84841
31 O 2.31439 -3.32040 -0.97664
32 H -1.71900 -0.81967 -4.11222
33 H -1.39702 0.70363 -3.67208
34 O -1.12316 -0.07319 -4.19170
35 H -4.12695 1.72677 0.59435
36 H -3.26442 2.82229 1.16483
37 O -4.10992 2.38662 1.30728
38 H 2.72678 -0.62864 -2.38918
39 H 4.01579 -1.19684 -2.81097
40 O 3.46820 -1.09542 -2.01371
41 H 0.43663 -0.05891 -3.00088
42 H 0.74660 -0.34764 -4.46967
43 O 1.13929 -0.34712 -3.60041
44 H -0.62658 -4.38995 0.82336
45 H 0.38897 -5.38447 0.78639
46 O -0.56840 -5.33195 0.65794
47 H 1.16181 -2.45535 1.98531
48 H 1.71695 -3.34765 0.82509
49 O 1.14077 -3.33805 1.60864
50 H -3.45544 -0.28625 -0.04038
51 H -4.44327 -0.40205 -1.31865
52 O -4.14360 0.11691 -0.58141
53 H 4.44363 0.15671 -0.65088
54 H 4.07017 1.56150 -0.48521
55 O 4.03197 0.73094 0.01392
56 H 3.38632 1.12836 2.81043
57 H 4.48597 1.61666 1.84286
58 O 3.72712 1.90338 2.38646
59 H -0.66175 2.75990 2.30628
60 H -1.81980 3.79425 3.01247
61 O -1.37714 3.39304 2.26381

Cartesian forces (eV/Å) of the 2 atoms listed first:
C -0.25 0.22 -0.53
N -1.45 0.61 -0.39

Please write out number 1 again, unchanged.
Formula: C7H13BrN2O6P
Source: the Open Molecules 2025 dataset
Level of theory: ωB97M-V with the def2-TZVPD basis set

## Properties
Relative energy (zero: lowest compared OMol25 entry of this formula, charge and spin) (eV): 0.000
LUMO (eV): 2.68
Net charge: -1
E_tot (Eh): -3750.96413
E_HOMO (eV): -4.716

CARTESIAN COORDINATES (ANGSTROEM)
1 N 2.72321 2.05724 1.46838
2 P 1.24926 1.71104 1.17450
3 O 0.17537 2.89468 1.02493
4 O 0.52579 0.90093 2.37267
5 N 0.89212 0.67082 -0.11368
6 Br 0.46069 1.58164 -1.70884
7 C 1.81987 -0.47852 -0.25559
8 C 1.08202 -1.81583 -0.04193
9 C -0.39807 -1.85129 -0.44716
10 C -1.40226 -1.37437 0.62533
11 C -2.18693 -0.13385 0.25934
12 O -2.94430 -0.43100 -0.93902
13 C -3.68264 0.57082 -1.42054
14 O -4.57216 0.41718 -2.21757
15 C 2.61246 -0.45870 -1.63715
16 O 3.50261 0.39250 -1.69671
17 O 2.22475 -1.28872 -2.46197
18 H 2.95644 3.04064 1.46536
19 H 0.60972 3.67689 0.66421
20 H 0.99473 0.06974 2.52599
21 H 2.59705 -0.35166 0.50926
22 H 1.15944 -2.10790 1.01987
23 H 1.61880 -2.55781 -0.63317
24 H -0.63268 -2.89717 -0.67429
25 H -0.54290 -1.30957 -1.38616
26 H -2.12591 -2.17044 0.83758
27 H -0.87597 -1.17458 1.56360
28 H -1.53400 0.72259 0.07770
29 H -2.89294 0.13116 1.05558
30 H -3.41359 1.56353 -1.01053

Cartesian forces (eV/Å) of the 2 atoms listed first:
N -0.60 0.23 -0.10
P 0.08 -0.18 0.00

Which formula does entry 3 have? C2H3NO

Look up the LUMO of the third one. 1.16 eV

net charge of number 2 (C17H19NO2)? 0